Entry 1:
DFT (ωB97M-V/def2-TZVPD) results for a structure of composition C37H37N4O9PS2V.

Last column: Mulliken spin population.
Element x y z (Å)
V (-0.03, 0.00, -0.26)  1.239
O (3.74, -0.80, 0.70)  0.001
S (2.71, -0.46, 1.68)  0.001
O (2.85, -1.09, 2.98)  0.000
O (1.33, -0.42, 1.17)  -0.002
C (3.06, 1.29, 2.01)  0.002
C (3.88, 1.58, 3.11)  0.000
C (4.13, 2.90, 3.46)  0.000
C (3.56, 3.93, 2.72)  0.000
C (2.74, 3.64, 1.63)  -0.002
C (2.47, 2.32, 1.24)  -0.002
P (1.41, 1.95, -0.21)  -0.010
C (-0.22, 2.70, 0.24)  0.032
C (-1.15, 3.07, -0.76)  -0.009
C (-2.40, 3.60, -0.43)  -0.001
C (-2.77, 3.75, 0.89)  0.011
C (-1.90, 3.36, 1.89)  -0.009
C (-0.64, 2.83, 1.57)  0.027
C (2.12, 3.08, -1.46)  0.001
C (3.15, 2.59, -2.26)  0.001
C (3.76, 3.39, -3.23)  0.000
C (3.34, 4.70, -3.41)  0.000
C (2.31, 5.21, -2.62)  0.000
C (1.71, 4.41, -1.65)  -0.003
H (4.31, 0.77, 3.68)  0.000
H (4.77, 3.12, 4.31)  0.000
H (3.75, 4.96, 2.99)  0.000
H (2.30, 4.47, 1.09)  0.000
H (-0.91, 2.95, -1.80)  0.014
H (-3.09, 3.88, -1.22)  0.000
H (-3.75, 4.15, 1.15)  0.000
H (-2.19, 3.45, 2.93)  0.000
H (0.00, 2.49, 2.38)  -0.001
H (3.50, 1.57, -2.13)  0.000
H (4.56, 2.98, -3.84)  0.000
H (3.81, 5.32, -4.16)  0.000
H (1.99, 6.24, -2.75)  0.000
H (0.93, 4.85, -1.03)  0.000
C (-2.21, 0.92, 3.29)  -0.004
C (-1.34, 0.32, 2.23)  -0.002
N (-0.72, -0.81, 2.61)  0.003
O (-1.19, 0.81, 1.10)  -0.018
H (-2.20, 0.32, 4.21)  0.000
H (-3.24, 0.97, 2.92)  0.000
H (-1.86, 1.92, 3.53)  0.000
H (-0.83, -1.23, 3.52)  0.001
H (-0.12, -1.26, 1.94)  0.014
C (-0.79, -6.34, 0.53)  0.000
N (-0.05, -5.21, 1.10)  0.000
N (-0.82, -4.02, 1.22)  0.003
C (-0.13, -2.97, 0.61)  -0.013
O (-0.40, -1.78, 0.50)  -0.006
C (1.15, -3.53, 0.13)  0.012
C (1.13, -4.83, 0.46)  0.004
C (2.22, -5.81, 0.17)  0.000
C (-1.84, -3.90, 2.19)  0.001
C (-2.68, -2.78, 2.20)  0.002
C (-3.69, -2.66, 3.16)  0.000
C (-3.87, -3.64, 4.12)  0.000
C (-3.03, -4.75, 4.13)  0.000
C (-2.03, -4.88, 3.17)  0.000
H (-1.73, -6.53, 1.06)  0.000
H (-0.20, -7.26, 0.59)  0.000
H (-1.04, -6.16, -0.53)  0.000
H (1.90, -2.95, -0.36)  0.002
H (3.10, -5.31, -0.24)  0.000
H (1.89, -6.56, -0.56)  0.000
H (2.52, -6.32, 1.09)  0.000
H (-2.58, -2.00, 1.46)  -0.001
H (-4.34, -1.78, 3.14)  0.000
H (-4.65, -3.54, 4.86)  0.000
H (-3.16, -5.52, 4.89)  0.000
H (-1.37, -5.73, 3.23)  0.000
N (-0.67, 1.36, -1.65)  -0.056
C (-0.95, 0.86, -2.95)  0.019
C (-0.33, -0.31, -3.39)  -0.005
C (-0.52, -0.78, -4.68)  -0.001
C (-1.30, -0.03, -5.57)  -0.001
C (-1.88, 1.17, -5.17)  -0.001
C (-1.69, 1.62, -3.86)  0.001
S (-1.56, -0.66, -7.25)  0.000
O (-1.84, -2.08, -7.02)  0.000
O (-0.29, -0.36, -7.89)  0.000
O (-2.70, 0.12, -7.72)  0.000
H (-1.50, 1.94, -1.28)  0.026
H (0.00, 2.13, -1.69)  0.001
H (0.29, -0.89, -2.70)  -0.013
H (-0.07, -1.71, -5.02)  0.000
H (-2.47, 1.74, -5.87)  0.000
H (-2.13, 2.56, -3.57)  0.000
O (-1.33, -0.60, -1.00)  -0.261

The lowest unoccupied orbital energy (alpha / beta) is -1.3 / -1.3 eV. For the HOMO energy (alpha / beta), the calculation gives -0.26487 / -0.26488 Ha. The multiplicity is 2. As for the expectation value of S²: 0.787. Its calculated total energy is -4409.75329 Ha. The calculation puts the frontier orbital gap (alpha / beta) at 5.9390 / 5.9220 eV. As for the energy relative to the best compared isomer or geometry (same formula, charge and spin): 1009.24 kJ/mol. The charge is 0.

Entry 2:
DFT (ωB97M-V/def2-TZVPD) results for a structure of composition C37H38AgF3N3O3P2S2Te.

Last column: Mulliken charge in e.
Element x y z (Å)
Ag (0.31, 0.49, 0.57)  2.372
C (-2.00, -2.24, 1.41)  -1.020
C (-2.66, -0.85, 1.52)  -1.170
N (-2.23, 0.10, 0.50)  0.355
C (-2.97, 0.08, -0.75)  -0.909
C (-2.94, -1.23, -1.54)  -1.026
S (-1.32, -1.82, -2.13)  0.150
C (-1.05, -3.36, -1.22)  -1.036
C (-0.20, -3.24, 0.05)  -0.738
N (-0.63, -2.17, 0.93)  0.123
H (-2.57, -2.87, 0.73)  0.428
H (-2.08, -2.72, 2.40)  0.439
H (-2.40, -0.41, 2.48)  0.395
H (-3.75, -0.99, 1.52)  0.357
H (-2.24, 1.03, 0.88)  0.125
H (-2.60, 0.89, -1.38)  0.118
H (-4.05, 0.28, -0.57)  0.414
H (-3.55, -1.08, -2.42)  0.592
H (-3.42, -2.03, -0.97)  0.415
H (-0.53, -4.02, -1.91)  0.510
H (-2.01, -3.83, -1.02)  0.439
H (0.83, -3.03, -0.24)  0.209
H (-0.20, -4.23, 0.54)  0.394
H (0.03, -2.04, 1.69)  0.144
Te (3.81, 3.09, -2.34)  0.282
C (2.93, 4.40, -3.76)  0.057
C (1.84, 4.00, -4.54)  -0.368
C (1.28, 4.90, -5.43)  -0.251
N (1.72, 6.14, -5.62)  -0.688
C (2.76, 6.52, -4.88)  -0.346
C (3.39, 5.70, -3.95)  -0.341
C (2.11, 2.30, -1.46)  -1.204
P (1.65, 0.61, -1.59)  1.418
C (0.93, 0.37, -3.25)  0.910
C (1.33, -0.56, -4.20)  -0.812
C (0.67, -0.66, -5.42)  -0.676
C (-0.42, 0.15, -5.70)  -0.918
C (-0.85, 1.06, -4.75)  -0.657
C (-0.18, 1.18, -3.54)  -0.566
C (3.11, -0.50, -1.55)  0.369
C (4.09, -0.57, -2.54)  -0.209
C (5.22, -1.37, -2.38)  -0.812
C (5.38, -2.11, -1.21)  -0.529
C (4.43, -2.04, -0.21)  -0.839
C (3.30, -1.24, -0.38)  -0.416
P (1.38, 2.92, 0.04)  0.630
C (-0.24, 3.68, -0.44)  0.829
C (-1.30, 3.59, 0.46)  -1.026
C (-2.56, 4.06, 0.12)  -0.424
C (-2.78, 4.64, -1.12)  -0.813
C (-1.73, 4.75, -2.03)  -0.421
C (-0.47, 4.27, -1.69)  -0.611
C (2.33, 4.41, 0.52)  0.109
C (1.96, 5.72, 0.24)  -0.104
C (2.76, 6.79, 0.64)  -0.719
C (3.94, 6.55, 1.33)  -0.478
C (4.32, 5.25, 1.62)  -0.740
C (3.51, 4.19, 1.22)  -0.535
H (1.43, 3.00, -4.43)  0.482
H (0.44, 4.59, -6.04)  0.416
H (3.12, 7.54, -5.03)  0.357
H (4.22, 6.09, -3.36)  0.369
H (2.15, -1.23, -3.99)  0.522
H (1.00, -1.40, -6.15)  0.385
H (-0.94, 0.06, -6.65)  0.374
H (-1.71, 1.70, -4.94)  0.468
H (-0.52, 1.90, -2.80)  -0.306
H (4.00, 0.03, -3.43)  0.522
H (5.97, -1.40, -3.16)  0.405
H (6.26, -2.73, -1.09)  0.368
H (4.55, -2.60, 0.71)  0.428
H (2.57, -1.18, 0.41)  0.429
H (-1.13, 3.12, 1.42)  0.561
H (-3.38, 3.97, 0.83)  0.408
H (-3.76, 5.01, -1.39)  0.354
H (-1.89, 5.21, -3.00)  0.492
H (0.35, 4.32, -2.40)  0.490
H (1.04, 5.93, -0.30)  0.301
H (2.46, 7.80, 0.41)  0.407
H (4.57, 7.38, 1.64)  0.371
H (5.24, 5.05, 2.16)  0.397
H (3.81, 3.17, 1.46)  0.448
F (0.34, 2.13, 5.52)  -0.239
C (1.05, 1.51, 4.58)  0.451
F (1.54, 2.43, 3.74)  -0.175
F (2.09, 0.90, 5.17)  -0.248
S (0.01, 0.27, 3.68)  0.800
O (0.98, -0.47, 2.89)  -0.794
O (-0.64, -0.46, 4.73)  -0.626
O (-0.85, 1.10, 2.86)  -0.803

The lowest unoccupied orbital energy is 2.3 eV. For the HOMO energy, the calculation gives -0.15203 Ha. Its calculated total energy is -4016.48073 Ha. The calculation puts the frontier orbital gap at 6.4468 eV. As for the energy relative to the best compared isomer or geometry (same formula, charge and spin): 0.00 kJ/mol. The charge is -1.

Entry 3:
DFT (ωB97M-V/def2-TZVPD) results for a structure of composition C37H38Cl2O2P2Pb.

Last column: Mulliken charge in e.
Element x y z (Å)
Pb (-0.43, 1.56, -1.74)  0.976
C (-1.65, 4.97, 3.68)  -0.435
C (-0.96, 3.83, 3.75)  0.452
C (-1.43, 2.56, 4.44)  -1.057
C (-2.15, 1.56, 3.51)  -0.273
C (-3.28, 2.15, 2.72)  -0.250
C (-4.05, 3.18, 3.07)  -0.368
C (-3.94, 4.03, 4.31)  -1.019
C (-3.07, 5.27, 4.12)  -0.685
C (-2.69, 1.77, -1.48)  -0.980
H (-1.17, 5.84, 3.23)  0.629
H (0.04, 3.75, 3.28)  0.166
H (-2.03, 2.74, 5.34)  0.427
H (-0.52, 2.06, 4.82)  0.472
H (-1.41, 1.11, 2.82)  0.079
H (-2.52, 0.72, 4.11)  0.434
H (-3.52, 1.66, 1.78)  0.404
H (-4.93, 3.46, 2.48)  0.409
H (-3.59, 3.49, 5.18)  0.306
H (-4.94, 4.42, 4.57)  0.458
H (-3.50, 5.94, 3.34)  0.359
H (-3.04, 5.87, 5.06)  0.422
H (-3.15, 2.61, -2.06)  0.375
H (-2.92, 1.95, -0.41)  0.179
H (-3.12, 0.81, -1.80)  0.187
P (2.63, -0.93, -1.34)  0.345
P (0.23, -2.56, -2.40)  0.343
C (1.95, -2.26, -0.30)  -0.791
C (1.05, -3.09, -0.86)  -1.099
C (4.37, -1.58, -1.42)  0.297
C (4.88, -2.47, -0.47)  0.139
C (6.18, -2.99, -0.59)  -0.723
C (6.97, -2.60, -1.68)  -0.423
C (6.49, -1.69, -2.62)  -0.615
C (5.19, -1.18, -2.50)  -0.446
C (2.73, 0.28, 0.03)  0.171
C (1.50, 0.71, 0.60)  -0.594
C (1.47, 1.84, 1.40)  0.369
C (2.68, 2.38, 1.89)  -0.630
C (3.90, 1.85, 1.45)  -0.804
C (3.93, 0.85, 0.48)  -0.546
C (0.21, -4.27, -3.16)  0.392
C (1.46, -4.89, -3.40)  -0.321
C (1.52, -6.22, -3.82)  -0.734
C (0.32, -6.94, -4.03)  -0.415
C (-0.91, -6.31, -3.84)  -0.672
C (-0.97, -4.98, -3.41)  -0.173
C (-1.49, -2.45, -1.75)  0.383
C (-2.45, -1.84, -2.58)  -0.315
C (-3.78, -1.74, -2.15)  -0.861
C (-4.15, -2.22, -0.88)  -0.479
C (-3.19, -2.80, -0.05)  -0.816
C (-1.86, -2.92, -0.48)  0.079
H (2.33, -2.37, 0.73)  0.875
H (0.78, -4.09, -0.47)  0.977
H (4.29, -2.79, 0.38)  0.325
H (6.54, -3.69, 0.16)  0.403
H (7.98, -3.02, -1.79)  0.380
H (7.12, -1.36, -3.46)  0.392
H (4.81, -0.46, -3.24)  0.389
H (0.58, 0.12, 0.44)  0.958
H (0.52, 2.32, 1.64)  -0.284
H (2.65, 3.20, 2.60)  0.447
H (4.84, 2.23, 1.86)  0.397
H (4.88, 0.47, 0.10)  0.396
H (2.38, -4.33, -3.23)  0.400
H (2.49, -6.71, -3.97)  0.406
H (0.38, -7.98, -4.35)  0.400
H (-1.84, -6.87, -4.03)  0.391
H (-1.94, -4.51, -3.26)  0.304
H (-2.15, -1.45, -3.55)  0.415
H (-4.51, -1.29, -2.81)  0.527
H (-5.18, -2.12, -0.55)  0.449
H (-3.46, -3.17, 0.94)  0.438
H (-1.13, -3.37, 0.18)  0.449
Cl (-3.29, 5.64, -0.51)  -0.128
C (-1.51, 5.60, -0.65)  0.008
Cl (-0.57, 6.23, 0.73)  -0.143
C (-1.01, 4.15, -0.78)  0.557
O (-0.54, 3.86, -1.94)  -0.784
O (-1.09, 3.34, 0.17)  -0.486
H (-1.23, 6.13, -1.55)  0.413

The lowest unoccupied orbital energy (alpha / beta) is -9.4 / -8.6 eV. For the HOMO energy (alpha / beta), the calculation gives -0.47307 / -0.47247 Ha. Its calculated total energy is -3378.38749 Ha. The calculation puts the frontier orbital gap (alpha / beta) at 3.4938 / 4.2444 eV. The charge is +2.

Number 1: strongest force on any atom 7.9 eV Å⁻¹. Number 2: strongest force on any atom 0.6 eV Å⁻¹. Number 3: strongest force on any atom 4.7 eV Å⁻¹.